Formula: H24O12
Source: OMol25
Level of theory: ωB97M-V/def2-TZVPD

CARTESIAN COORDINATES (ANGSTROEM)
O1 -6.39 1.08 0.80
H1 0.43 4.81 0.58
O2 2.44 -2.42 2.30
H2 1.88 5.23 0.74
O3 3.24 1.34 -2.10
H3 1.05 1.34 1.77
H4 -2.28 -0.03 0.25
H5 -5.51 1.05 1.19
H6 2.17 -3.34 2.24
H7 -0.10 -1.01 -1.09
H8 2.31 2.17 1.65
H9 2.50 1.40 -1.48
H10 -0.75 -3.86 -1.71
O4 3.53 0.95 0.81
O5 1.62 1.77 1.12
H11 3.27 0.29 1.47
O6 2.51 -1.60 -1.94
H12 -4.12 -0.08 -1.00
O7 -4.69 0.64 -1.28
H13 3.48 0.47 -0.03
H14 -1.06 -4.92 -0.67
O8 -1.52 0.28 -0.24
O9 -0.34 -4.38 -1.01
H15 -4.09 1.37 -1.46
H16 -1.17 -0.24 -1.85
H17 1.90 -1.97 1.63
H18 3.14 -0.89 -2.13
H19 -6.34 1.82 0.18
H20 -0.54 -1.62 1.92
O10 -0.79 -2.41 1.43
H21 3.95 0.94 -1.59
H22 -1.28 -2.94 2.06
O11 1.13 5.30 0.14
H23 -0.97 0.72 0.42
H24 1.71 -1.13 -1.68
O12 -0.31 -0.13 -1.42

Calculated values
frontier orbital gap	8.197	eV
F_max	0.21749	hartree/bohr
LUMO energy	-0.64	eV
highest occupied orbital energy	-8.8	eV
relative energy (zero: lowest compared OMol25 entry of this formula, charge and spin)	748.0	kJ/mol

=====

Formula: H24O12
Source: OMol25
Level of theory: ωB97M-V/def2-TZVPD

CARTESIAN COORDINATES (ANGSTROEM)
O1 21.02 -3.45 -8.10
O2 20.01 -7.27 -8.28
H1 20.94 -7.15 -8.11
H2 21.11 -2.56 -7.77
H3 22.17 -8.41 -11.85
H4 17.58 -4.35 -10.74
O3 24.01 -6.10 -6.70
H5 26.62 -9.40 -8.76
H6 22.11 -9.29 -3.17
H7 24.34 -5.93 -7.59
H8 24.12 -5.39 -10.97
H9 25.41 -4.70 -11.34
H10 23.53 -8.52 -12.48
O4 17.31 -11.75 -9.94
H11 25.32 -9.29 -9.53
O5 25.83 -9.90 -9.00
H12 20.20 -3.91 -3.67
H13 15.07 -6.45 -3.64
H14 19.45 -10.48 -6.73
O6 15.26 -6.24 -4.56
O7 19.74 -4.61 -4.12
O8 22.50 -9.73 -3.92
H15 20.13 -4.64 -4.99
O9 17.83 -3.43 -10.65
H16 17.95 -12.26 -9.45
H17 24.71 -5.82 -6.12
H18 19.63 -6.40 -8.18
H19 17.12 -11.00 -9.38
O10 23.08 -8.16 -11.72
O11 19.49 -11.42 -6.53
H20 21.90 -3.71 -8.35
O12 24.76 -4.76 -10.65
H21 18.64 -3.45 -10.14
H22 22.92 -9.03 -4.42
H23 20.03 -11.48 -5.74
H24 16.21 -6.08 -4.57

Calculated values
frontier orbital gap	10.857	eV
F_max	0.00770	hartree/bohr
LUMO energy	-0.28	eV
SMILES	O.O.O.O.O.O.O.O.O.O.O.O
highest occupied orbital energy	-11.1	eV
relative energy (zero: lowest compared OMol25 entry of this formula, charge and spin)	253.9	kJ/mol

=====

Formula: H24O12
Source: OMol25
Level of theory: ωB97M-V/def2-TZVPD

CARTESIAN COORDINATES (ANGSTROEM)
O1 0.04 0.08 0.39
H1 -2.79 -3.11 -0.20
H2 0.57 2.21 2.68
O2 3.24 -0.21 3.13
H3 1.63 -2.28 -2.06
H4 -2.07 -2.09 0.68
H5 -3.55 3.05 1.99
O3 2.07 0.95 -3.47
H6 1.84 -3.57 -1.29
O4 -2.81 3.34 2.54
H7 -0.97 -2.13 2.63
H8 2.08 2.18 -1.50
H9 2.40 -0.02 3.55
O5 0.50 2.46 3.61
H10 1.12 1.88 4.06
H11 -4.06 2.08 -2.24
O6 -3.16 2.08 -1.87
H12 -1.74 -0.90 3.07
O7 1.29 1.77 -1.12
O8 1.26 -3.17 -1.94
H13 3.16 -1.12 2.84
H14 -0.84 -0.29 0.51
H15 -3.10 3.15 3.44
H16 2.75 0.31 -3.24
O9 4.46 -1.78 -1.22
O10 -0.99 -1.45 3.31
H17 1.46 0.45 -4.03
H18 1.64 1.15 -0.47
H19 -0.12 0.98 0.10
O11 -2.68 -0.30 -3.54
H20 -3.16 2.83 -1.27
O12 -2.04 -2.50 -0.20
H21 4.42 -2.73 -1.34
H22 -3.08 -0.81 -2.83
H23 -2.70 -0.88 -4.30
H24 3.93 -1.62 -0.43

Calculated values
frontier orbital gap	10.185	eV
F_max	0.01688	hartree/bohr
LUMO energy	-0.19	eV
SMILES	O.O.O.O.O.O.O.O.O.O.O.O
highest occupied orbital energy	-10.4	eV
relative energy (zero: lowest compared OMol25 entry of this formula, charge and spin)	326.1	kJ/mol

=====

Formula: H24O12
Source: OMol25
Level of theory: ωB97M-V/def2-TZVPD

CARTESIAN COORDINATES (ANGSTROEM)
O1 -14.52 -2.93 20.62
O2 -12.79 -1.84 18.56
O3 -15.50 -4.95 19.34
O4 -13.82 -4.83 21.55
O5 -15.94 -4.87 21.27
H1 -15.32 -2.76 19.88
H2 -11.23 -4.59 19.97
H3 -13.64 -3.06 18.60
O6 -12.08 -4.16 19.86
H4 -13.81 -2.34 20.35
H5 -15.03 -4.60 21.42
H6 -12.96 -0.47 20.27
H7 -12.98 -4.39 18.90
H8 -14.98 -4.14 19.35
O7 -15.02 -3.39 24.03
H9 -15.89 -4.99 20.21
H10 -12.67 -1.36 21.47
H11 -14.88 -2.52 21.41
H12 -12.14 -3.55 20.60
H13 -11.91 -2.05 18.24
H14 -15.68 -2.88 24.50
H15 -16.23 -5.23 22.11
H16 -16.71 -2.24 19.57
H17 -13.33 -5.47 21.04
H18 -14.95 -2.96 23.18
H19 -12.71 -1.80 19.51
H20 -14.49 -1.21 22.70
H21 -16.51 -0.47 20.84
O8 -13.11 -1.35 20.62
O9 -14.96 -1.97 22.36
O10 -15.92 -2.59 19.15
H22 -13.48 -3.98 21.26
O11 -16.59 -1.33 21.25
H23 -15.76 -1.60 21.97
H24 -17.50 -1.37 21.54
O12 -13.71 -4.00 18.42

Calculated values
frontier orbital gap	4.407	eV
F_max	0.24173	hartree/bohr
LUMO energy	-1.37	eV
highest occupied orbital energy	-5.8	eV
relative energy (zero: lowest compared OMol25 entry of this formula, charge and spin)	1974.4	kJ/mol

=====

Formula: H24O12
Source: OMol25
Level of theory: ωB97M-V/def2-TZVPD

CARTESIAN COORDINATES (ANGSTROEM)
O1 -1.13 0.86 -3.09
H1 2.03 0.34 -3.18
H2 3.02 0.21 2.24
H3 -1.69 0.52 -3.77
H4 -0.13 0.28 0.58
O2 2.66 0.48 1.40
O3 2.58 -0.27 -1.25
H5 -1.49 -1.35 1.67
H6 -3.63 0.99 1.90
H7 -1.14 2.77 0.02
H8 2.23 1.35 1.47
H9 -1.59 0.64 -2.28
H10 -0.40 -0.39 3.39
H11 -0.70 -1.32 -1.63
H12 -0.86 -1.86 -3.03
H13 2.35 -3.44 -1.65
O4 1.51 0.78 -3.90
O5 -1.06 2.56 0.93
O6 -2.86 0.62 1.46
O7 -0.82 2.14 3.71
H14 1.82 -2.16 -1.29
O8 -0.12 -0.03 -0.31
O9 -2.05 -2.14 1.62
O10 1.59 -2.91 -1.78
H15 0.81 -0.06 -0.56
H16 3.48 -0.53 -1.48
H17 0.61 0.69 -3.55
O11 -0.19 -0.16 2.46
H18 2.77 0.13 -0.40
H19 -0.04 2.55 4.03
H20 0.69 -0.45 2.42
H21 -3.14 0.54 0.54
H22 -1.71 1.86 1.14
O12 -1.31 -1.87 -2.18
H23 -0.60 1.41 3.15
H24 -1.45 -2.78 1.18

Calculated values
frontier orbital gap	9.644	eV
F_max	0.05349	hartree/bohr
LUMO energy	-0.57	eV
SMILES	O.O.O.O.O.O.O.O.O.O.O.O
highest occupied orbital energy	-10.2	eV
relative energy (zero: lowest compared OMol25 entry of this formula, charge and spin)	210.0	kJ/mol

=====

Formula: H24O12
Source: OMol25
Level of theory: ωB97M-V/def2-TZVPD

CARTESIAN COORDINATES (ANGSTROEM)
O1 2.55 0.15 2.41
H1 1.67 1.86 4.01
H2 0.97 -1.39 -3.14
O2 -1.11 -2.00 -1.46
H3 0.25 1.68 -3.27
H4 -4.82 -1.24 -1.67
H5 0.14 -2.73 4.64
H6 2.07 -0.61 2.75
H7 -0.21 0.34 -3.82
O3 -0.06 -0.07 -0.51
H8 -0.72 0.23 1.82
O4 1.87 4.35 0.85
H9 1.39 3.65 0.39
H10 -5.03 -1.65 -3.12
H11 3.25 -1.14 -3.41
H12 -2.16 0.68 1.64
O5 3.11 -1.51 -2.53
O6 -1.46 2.59 -0.63
O7 -0.11 1.27 -4.06
H13 1.21 0.97 5.15
O8 1.50 0.94 4.23
O9 0.67 -2.07 -3.76
H14 -1.12 2.59 0.27
O10 -0.04 -1.78 4.61
H15 -0.70 -2.33 -0.66
H16 3.15 -0.23 1.76
H17 -0.24 -1.61 3.68
O11 -4.90 -0.88 -2.56
H18 -0.87 -0.60 -0.56
H19 3.78 -1.08 -1.99
H20 0.01 -2.56 -3.26
H21 -2.04 -2.22 -1.36
H22 -1.97 1.77 -0.69
O12 -1.61 0.06 2.14
H23 -0.13 0.40 0.32
H24 1.72 4.15 1.78

Calculated values
frontier orbital gap	10.214	eV
F_max	0.03180	hartree/bohr
LUMO energy	-0.59	eV
SMILES	O.O.O.O.O.O.O.O.O.O.O.O
highest occupied orbital energy	-10.8	eV
relative energy (zero: lowest compared OMol25 entry of this formula, charge and spin)	357.1	kJ/mol